{"formula": "C5H6O", "method": "ωB97M-V/def2-TZVPD", "multiplicity": 1, "lumo_energy_ev": 1.14, "total_charge": 0, "largest_force_ev_per_a": 0.73, "smiles": "Cc1ccco1", "elements": ["C", "C", "C", "C", "C", "O", "H", "H", "H", "H", "H", "H"], "coordinates": [[0.365, 1.216, 1.457], [0.151, 0.293, 0.286], [-0.892, -0.541, 0.041], [-0.617, -1.204, -1.198], [0.571, -0.730, -1.624], [1.067, 0.191, -0.733], [-0.502, 1.142, 2.127], [0.453, 2.270, 1.172], [1.248, 0.963, 2.055], [-1.756, -0.663, 0.679], [-1.200, -1.940, -1.734], [1.112, -0.997, -2.529]], "forces_ev_per_angstrom": [[0.068, -0.030, -0.118], [-0.272, -0.119, 0.093], [-0.015, 0.046, 0.076], [0.066, -0.011, -0.076], [-0.138, -0.041, 0.072], [-0.119, -0.077, 0.007], [0.191, -0.080, -0.288], [0.040, -0.213, -0.143], [-0.054, -0.054, -0.246], [0.094, 0.008, -0.078], [-0.057, 0.091, 0.187], [0.197, 0.478, 0.515]], "mulliken_charge": [-1.048, 0.366, -0.270, -0.388, -0.318, -0.332, 0.275, 0.281, 0.277, 0.382, 0.370, 0.406]}